Entry 1:
DFT (ωB97M-V with the def2-TZVPD basis set) results for a molecular structure, C11H29Al3BrCl3F6N6O8S in a non-equilibrium geometry.

Last column: natural (NBO) charge in e.
Geometry (Å):
C 0.9886 4.4579 4.9602  -0.666
C 1.4208 4.7848 3.4215  -0.366
C 0.2954 4.5589 2.2741  -0.394
C -0.9369 3.5506 2.6197  -0.420
C -0.7047 1.9791 2.1517  -0.440
C 0.7424 1.3460 2.5709  -0.448
C 1.2905 0.2332 1.4480  -0.262
N 1.8881 0.9620 0.2570  -0.764
S 3.5725 1.3733 0.4993  2.202
O 4.1218 1.8314 -0.9078  -0.806
O 4.4457 0.1938 1.0209  -0.773
F 3.8419 2.6974 1.5601  -0.493
H 1.6171 5.1779 5.6746  0.240
H -0.1368 4.6461 5.2228  0.264
H 1.3602 3.3601 5.2391  0.265
H 1.7391 5.9336 3.3818  0.249
H 2.4148 4.1731 3.1968  0.295
H -0.1453 5.6006 1.9455  0.268
H 0.8530 4.1032 1.3225  0.242
H -1.8597 3.9246 1.9576  0.256
H -1.3275 3.5678 3.7220  0.249
H -1.5294 1.3529 2.7450  0.267
H -0.9479 1.8560 0.9955  0.207
H 1.6180 2.1110 2.6908  0.196
H 0.5959 0.8150 3.6259  0.247
H 2.0070 -0.5389 1.9593  0.271
H 0.3335 -0.3457 1.0378  0.231
H 1.3105 1.7815 -0.0427  0.400
C -0.8322 -2.6696 3.4084  0.762
O -1.3784 -1.5781 3.3796  -0.635
N -0.9845 -3.5850 2.4346  -0.867
N -0.0290 -3.0545 4.4166  -0.823
H -0.5430 -4.4890 2.4406  0.280
H -1.5813 -3.3352 1.6569  0.434
H 0.1126 -2.3947 5.1703  0.430
H 0.4296 -3.9490 4.4580  0.395
C -1.5298 2.2453 -2.3063  0.767
O -0.8500 2.8666 -1.5048  -0.845
N -0.9992 1.5779 -3.3468  -0.827
N -2.8703 2.1725 -2.2208  -0.776
H -1.5425 1.0607 -4.0172  0.470
H 0.0069 1.6070 -3.4478  0.357
H -3.3099 2.6611 -1.4517  0.425
H -3.4471 1.6660 -2.8711  0.437
N -2.6775 -0.9778 -5.2146  0.692
O -1.6932 -1.7356 -5.2207  -0.251
O -2.5323 0.2309 -5.4610  -0.372
O -3.8070 -1.4289 -4.9618  -0.263
Al -1.3817 -6.1121 2.4517  1.011
C -0.4347 2.3633 -7.5936  -0.280
Cl -0.0855 1.7801 -5.9574  -0.039
Cl 0.5286 1.4777 -8.7885  0.115
Cl -2.1632 2.2117 -7.9524  0.056
H -0.1632 3.4206 -7.6476  0.237
Br 2.8508 5.9905 4.4499  0.482
F 1.1977 -3.8218 -10.2863  -0.682
Al 0.5801 -2.2415 -10.8902  2.191
F -0.5239 -1.5201 -9.6637  -0.698
F -0.3183 -2.4970 -12.4300  -0.684
F 1.9647 -1.1272 -11.1808  -0.724
Al 0.6873 3.2028 -2.6532  0.937
C 0.0046 -9.5720 5.4625  -0.195
O -1.0636 -8.6966 5.1510  -0.720
H 0.6680 -9.6448 4.5976  0.290
H 0.5630 -9.1781 6.3151  0.186
H -0.3919 -10.5625 5.6992  0.193
H -1.6349 -8.6520 5.9367  0.478
F 0.3056 -9.1991 3.0894  -0.462

Cartesian forces (eV/Å) of the 6 atoms listed first:
C -0.700 -1.094 2.070
C 1.046 -5.218 2.156
C -0.476 1.074 -2.106
C -1.064 -0.583 -0.422
C -0.370 -0.042 0.672
C 0.117 -1.035 0.262

- HOMO-LUMO gap: 0.0383 Eh
- Charge: +2



Entry 2:
DFT (ωB97M-V with the def2-TZVPD basis set) results for a molecular structure, C3H4BClCrF8N2O15S4 in a non-equilibrium geometry.

Last column: Löwdin spin population.
Geometry (Å):
Cr -0.7140 0.0730 0.5737  2.855
Cl 2.1229 1.1644 2.4390  -0.053
O 0.9084 0.4424 2.1863  0.309
O 1.5401 2.3509 3.1672  0.665
O 3.0042 0.3489 3.1809  0.018
O 2.6805 1.5159 1.1685  0.077
N -0.2286 1.3637 -0.7803  0.027
S -0.3916 2.9394 -0.7158  0.007
O -1.7495 3.4204 -0.8400  0.007
O 0.8219 3.7358 -0.8819  0.001
F -0.4104 2.7841 0.8984  0.005
S -0.1119 1.5576 -2.4929  0.004
O 1.1161 1.8102 -3.1531  -0.004
O -1.3427 1.8809 -3.2117  0.005
F -0.1957 -0.0498 -2.7096  0.000
N -2.3818 0.8172 1.1869  0.025
S -3.0788 1.4200 2.5363  0.007
O -4.2286 0.6890 3.0925  -0.005
O -2.9240 2.8512 2.7879  0.007
F -1.9262 0.7951 3.4936  0.001
S -3.9428 1.1156 0.3480  0.006
O -4.5491 2.4473 0.5410  0.002
O -4.7492 -0.0291 0.1151  0.008
F -3.1055 1.1537 -1.0539  0.003
B -1.9600 -2.1338 0.2048  0.002
F -1.3325 -1.6839 1.3066  0.018
F -1.3904 -3.3720 -0.0824  -0.003
F -3.3339 -2.0713 0.3221  0.000
F -1.5052 -1.3288 -0.6821  -0.003
C 4.2882 -2.7235 -0.9581  0.000
C 3.4289 -3.0537 -2.1490  0.000
O 2.1434 -2.8193 -1.6716  0.000
C 2.1630 -1.9796 -0.6764  0.001
O 1.1492 -1.4679 -0.1327  0.007
O 3.4367 -1.7689 -0.3344  0.000
H 5.2433 -2.2842 -1.2459  0.000
H 4.4258 -3.5469 -0.2572  0.000
H 3.4273 -4.0466 -2.5987  0.000
H 3.6523 -2.3176 -2.9213  0.000

Cartesian forces (eV/Å) of the 6 atoms listed first:
Cr 0.070 -1.863 -0.765
Cl 2.645 -0.995 -2.623
O -2.308 -0.465 0.279
O 0.274 -0.493 -0.078
O -0.705 1.142 0.551
O -0.497 0.725 1.512

- HOMO-LUMO gap (alpha / beta): 0.2601 / 0.1762 Eh
- 2S+1: 5



Entry 3:
DFT (ωB97M-V with the def2-TZVPD basis set) results for a molecular structure, C61H69FN3O6P2TeTi.

Last column: Löwdin spin population.
Geometry (Å):
Ti 0.2854 -0.1557 0.7933  0.011
C 1.4304 4.6507 0.0071  0.000
C 0.2221 3.7194 0.0826  0.000
C -1.0891 4.4852 -0.0628  0.000
C 0.2999 2.9037 1.3727  0.001
C 0.0635 3.7010 2.6529  0.002
O -1.2695 3.3146 3.0477  0.000
C -1.5990 2.2383 2.3156  0.000
N -0.7777 1.8658 1.4101  0.000
C -2.9450 1.7183 2.6678  0.000
C -3.8512 2.6584 3.1732  0.000
C -5.1420 2.2973 3.4990  0.000
C -5.5505 0.9800 3.3371  0.000
C -4.6589 0.0476 2.8441  0.000
C -3.3484 0.3924 2.5098  0.000
P -2.2386 -0.8798 1.7940  0.002
C -2.1482 -2.1669 3.0865  0.000
C -3.1747 -3.0285 3.4813  0.000
C -2.9659 -3.9531 4.4922  0.000
C -1.7358 -4.0236 5.1339  0.000
C -0.7138 -3.1654 4.7630  0.000
C -0.9162 -2.2487 3.7408  0.001
C -3.3058 -1.4652 0.4373  0.001
C -3.8976 -2.7167 0.3389  0.000
C -4.6280 -3.0615 -0.7953  0.000
C -4.7567 -2.1648 -1.8419  0.000
C -4.1487 -0.9160 -1.7607  0.000
C -3.4343 -0.5682 -0.6284  0.000
H 1.4386 5.2120 -0.9285  0.000
H 2.3629 4.0864 0.0720  0.000
H 1.4222 5.3834 0.8189  0.000
H 0.2953 2.9890 -0.7237  0.000
H -1.2248 5.2133 0.7420  0.000
H -1.9472 3.8096 -0.0639  0.000
H -1.1007 5.0374 -1.0034  0.000
H 1.2635 2.4011 1.4092  0.000
H 0.0689 4.7796 2.5165  0.000
H 0.7449 3.4238 3.4560  0.001
H -3.5261 3.6802 3.2997  0.000
H -5.8306 3.0427 3.8740  0.000
H -6.5599 0.6832 3.5897  0.000
H -4.9941 -0.9688 2.6932  0.000
H -4.1451 -2.9850 3.0082  0.000
H -3.7681 -4.6188 4.7838  0.000
H -1.5786 -4.7457 5.9248  0.000
H 0.2454 -3.2046 5.2634  0.000
H -0.1155 -1.5788 3.4537  0.002
H -3.7779 -3.4429 1.1321  0.000
H -5.0866 -4.0405 -0.8586  0.000
H -5.3174 -2.4371 -2.7268  0.000
H -4.2212 -0.2191 -2.5868  0.000
H -2.9423 0.3987 -0.5807  0.000
C 5.6640 -2.6365 5.6446  0.001
C 5.2368 -1.1901 5.8693  0.007
C 4.9398 -0.9651 7.3446  0.001
C 4.4864 0.4595 7.5964  0.002
C 3.2954 0.7771 6.7365  0.044
C 2.3309 1.6912 7.1877  0.121
C 1.2422 1.9552 6.3901  0.017
F 0.3014 2.8204 6.8370  -0.006
C 1.0695 1.3789 5.1529  0.096
C 2.0368 0.4769 4.6714  0.015
C 1.9176 -0.0872 3.3744  0.229
O 0.9103 0.3004 2.5947  0.089
C 2.8826 -1.0494 2.9806  0.023
C 3.9113 -1.3668 3.8127  0.143
N 4.0630 -0.8242 5.0574  0.114
C 3.1424 0.1505 5.5094  0.046
C 2.7646 -1.8101 1.7123  -0.005
O 3.5591 -2.6867 1.4019  -0.002
O 1.7247 -1.5308 0.9781  -0.002
H 6.4012 -2.9042 6.4018  0.000
H 6.1239 -2.8038 4.6729  0.000
H 4.8082 -3.3064 5.7448  0.000
H 6.0674 -0.5297 5.5848  0.004
H 5.8429 -1.1943 7.9123  0.000
H 4.1643 -1.6691 7.6633  0.000
H 5.3082 1.1474 7.3690  0.001
H 4.2372 0.6104 8.6478  0.000
H 2.4302 2.1692 8.1528  0.008
H 0.1932 1.5926 4.5591  0.007
H 4.6267 -2.1042 3.4920  0.010
C 0.2615 -4.1571 0.9828  0.000
P 0.0818 -3.1969 -0.5248  0.000
C -1.1175 -4.1264 -1.4755  0.000
C 1.6218 -3.2598 -1.4352  0.000
O -0.4356 -1.7715 -0.3273  0.001
H 0.5481 -5.1737 0.7066  0.000
H -0.6915 -4.1889 1.5141  0.000
H 1.0308 -3.7315 1.6199  0.000
H -0.7672 -5.1534 -1.5888  0.000
H -1.2339 -3.6762 -2.4563  0.000
H -2.0782 -4.1207 -0.9646  0.000
H 1.6466 -4.1337 -2.0875  0.000
H 2.4581 -3.2727 -0.7363  0.000
H 1.6931 -2.3431 -2.0252  0.000
C 3.4979 0.9652 -0.3201  0.000
C 2.3020 0.4044 -1.0579  0.002
O 2.4469 -0.2196 -2.0969  0.001
N 1.0697 0.6663 -0.5115  0.010
Te -0.8531 0.4438 -3.3156  0.000
C -1.9050 0.0027 -5.1436  0.000
C -2.2165 1.0012 -6.0752  0.000
C -1.9446 2.4630 -5.8573  0.000
C -2.8296 0.6422 -7.2767  0.000
C -3.1822 -0.6621 -7.5661  0.000
C -3.8625 -1.0245 -8.8588  0.000
C -2.8995 -1.6344 -6.6164  0.000
C -2.2638 -1.3274 -5.4212  0.000
C -2.0043 -2.4467 -4.4524  0.000
C 0.7610 1.3847 -4.3357  0.000
C 1.6014 0.5758 -5.1128  0.000
C 1.4720 -0.9207 -5.1825  0.000
C 2.6085 1.1738 -5.8649  0.000
C 2.8352 2.5408 -5.8394  0.000
C 3.9381 3.1674 -6.6498  0.000
C 2.0196 3.3170 -5.0324  0.000
C 0.9798 2.7681 -4.2858  0.000
C 0.1517 3.7345 -3.4805  0.000
H 4.3394 0.2823 -0.4266  0.000
H 3.2815 1.1361 0.7344  0.000
H 3.7677 1.9159 -0.7862  0.000
H -1.8841 2.6963 -4.7989  0.000
H -2.7438 3.0623 -6.2966  0.000
H -1.0017 2.7580 -6.3228  0.000
H -3.0528 1.4245 -7.9956  0.000
H -4.0075 -0.1463 -9.4868  0.000
H -4.8403 -1.4723 -8.6725  0.000
H -3.2723 -1.7502 -9.4213  0.000
H -3.1709 -2.6666 -6.8155  0.000
H -2.1194 -3.4134 -4.9445  0.000
H -2.7053 -2.4058 -3.6139  0.000
H -0.9977 -2.3753 -4.0406  0.000
H 1.1895 -1.3291 -4.2132  0.000
H 2.4230 -1.3639 -5.4760  0.000
H 0.7142 -1.2139 -5.9158  0.000
H 3.2525 0.5420 -6.4675  0.000
H 4.5320 2.4089 -7.1582  0.000
H 4.6050 3.7512 -6.0134  0.000
H 3.5316 3.8420 -7.4057  0.000
H 2.1842 4.3896 -4.9838  0.000
H 0.8043 4.3423 -2.8515  0.000
H -0.5712 3.2301 -2.8454  0.000
H -0.3917 4.4162 -4.1395  0.000

Cartesian forces (eV/Å) of the 6 atoms listed first:
Ti 0.579 -0.717 0.083
C -0.029 -0.003 0.004
C -0.007 0.062 -0.018
C 0.020 -0.025 0.014
C -0.007 -0.039 -0.005
C 0.027 -0.039 -0.039

- HOMO-LUMO gap (alpha / beta): 0.1776 / 0.2645 Eh
- 2S+1: 2



Entry 4:
DFT (ωB97M-V with the def2-TZVPD basis set) results for a molecular structure, C36H25AsCl2N4O3Rb in a non-equilibrium geometry.

Last column: Löwdin charge in e.
Geometry (Å):
Rb -1.6379 0.5286 0.3608  1.007
Cl 0.4933 7.6156 1.0342  0.604
C 0.1898 5.9504 1.4682  -0.695
C -0.7803 5.2477 0.7632  -0.053
C -1.0679 3.9056 1.0299  -0.204
N -2.0041 3.1839 0.2719  -0.024
C -2.7158 3.7290 -0.7049  -0.497
O -2.7728 4.9007 -1.1304  -0.048
C -3.6906 2.7708 -1.4735  -0.181
C -4.4892 3.3468 -2.4649  -0.016
C -5.3616 2.5496 -3.1801  -0.080
C -5.4235 1.1897 -2.9065  -0.086
C -4.5966 0.6952 -1.9109  -0.159
N -3.7651 1.4660 -1.2152  0.001
C -0.3513 3.2653 2.1205  -0.218
C 0.6016 4.0171 2.8096  -0.075
C 0.8846 5.3365 2.4809  -0.704
Cl 2.1250 6.1724 3.3832  0.603
N -0.5480 1.9066 2.4021  -0.013
C -0.1232 1.3339 3.5138  -0.525
O 0.4422 1.7989 4.5266  -0.043
C -0.2372 -0.2168 3.5351  -0.206
C 0.7021 -0.9100 4.3042  -0.025
C 0.7099 -2.2916 4.2850  -0.075
C -0.2393 -2.9629 3.5256  -0.083
C -1.1571 -2.2019 2.8197  -0.158
N -1.1541 -0.8701 2.8201  0.039
H -1.3161 5.7397 -0.0306  0.081
H -4.3875 4.4088 -2.6322  0.106
H -5.9901 2.9845 -3.9488  0.098
H -6.0902 0.5278 -3.4439  0.091
H -4.5980 -0.3602 -1.6548  0.103
H 1.1163 3.5558 3.6371  0.087
H 1.3982 -0.3262 4.8898  0.110
H 1.4473 -2.8425 4.8576  0.100
H -0.2709 -4.0435 3.4755  0.092
H -1.9290 -2.6674 2.2151  0.105
O -1.0627 -1.8209 -0.6748  -0.637
As 0.5711 -1.8419 -0.9615  1.155
C 0.9362 -2.2451 -2.8062  -0.291
C -0.0339 -2.8765 -3.5703  -0.081
C 0.2475 -3.2120 -4.8867  -0.082
C 1.4865 -2.9159 -5.4329  -0.089
C 2.4560 -2.2782 -4.6687  -0.082
C 2.1808 -1.9406 -3.3522  -0.100
C 1.3796 -3.2733 0.0426  -0.285
C 0.6128 -4.4131 0.2513  -0.094
C 1.1448 -5.4772 0.9617  -0.089
C 2.4349 -5.4027 1.4676  -0.088
C 3.1987 -4.2636 1.2623  -0.079
C 2.6721 -3.1964 0.5476  -0.090
C 1.4648 -0.2124 -0.5070  -0.349
C 1.6050 0.8179 -1.4345  -0.104
C 2.0367 2.0644 -1.0111  -0.053
C 2.3279 2.2843 0.3285  -0.044
C 2.1910 1.2571 1.2501  -0.051
C 1.7535 0.0063 0.8372  -0.114
H -1.0049 -3.0747 -3.1320  0.105
H -0.5065 -3.6997 -5.4915  0.103
H 1.6960 -3.1789 -6.4616  0.101
H 3.4210 -2.0423 -5.0980  0.103
H 2.9330 -1.4432 -2.7511  0.105
H -0.4061 -4.4490 -0.1158  0.107
H 0.5465 -6.3636 1.1311  0.103
H 2.8424 -6.2343 2.0279  0.101
H 4.2023 -4.2002 1.6625  0.103
H 3.2674 -2.3045 0.3957  0.103
H 1.3347 0.6652 -2.4732  0.107
H 2.1072 2.8774 -1.7216  0.112
H 2.6134 3.2695 0.6730  0.116
H 2.3574 1.4525 2.3023  0.119
H 1.5802 -0.7680 1.5765  0.099

Cartesian forces (eV/Å) of the 6 atoms listed first:
Rb -0.367 -0.165 -0.001
Cl 0.007 0.002 0.003
C -0.125 0.074 -0.165
C 0.308 0.069 0.137
C -0.214 -0.103 -0.075
N 0.007 0.057 0.046

- HOMO-LUMO gap: 0.2045 Eh
- Charge: -1



Entry 5:
DFT (ωB97M-V with the def2-TZVPD basis set) results for a gas-phase ion, C3H3N2O (charge +1) in a non-equilibrium geometry.

Last column: natural (NBO) charge in e.
Geometry (Å):
C -2.0630 -0.0584 0.3881  0.444
C -4.5134 0.0003 -0.1427  0.940
C -0.6455 -0.2955 0.3716  -0.008
N -3.4585 0.0801 0.4901  -0.526
N 0.3178 0.3741 -0.2416  -0.715
O -5.5943 0.1238 -0.4147  -0.292
H -0.2673 -1.2275 0.9144  0.311
H 1.3339 0.2731 -0.3101  0.454
H 0.0895 1.1592 -0.6610  0.392

Cartesian forces (eV/Å) of the 6 atoms listed first:
C -1.636 -0.434 -0.053
C 0.926 0.042 0.543
C -3.319 -1.409 0.970
N 8.308 -0.376 0.560
N 1.276 -2.422 1.338
O -2.008 -0.119 -1.095

- HOMO-LUMO gap: 0.2647 Eh
- Charge: +1



The records above give, respectively, energy relative to the best compared isomer or geometry (same formula, charge and spin) values of 231.5; 0.0; 2.1; 3.2; 77.8 kcal per mole.
The records above give, respectively, calculated total energy values of -7045.0029; -5275.6052; -4881.8735; -5011.9616; -300.4454 a.u..